No. 1
{
  "formula": "C24H29N3O9",
  "method": "ωB97M-V/def2-TZVPD",
  "symbols": ["O", "O", "O", "O", "O", "O", "O", "O", "O", "N", "N", "N", "C", "C", "C", "C", "C", "C", "C", "C", "C", "C", "C", "C", "C", "C", "C", "C", "C", "C", "C", "C", "C", "C", "C", "C", "H", "H", "H", "H", "H", "H", "H", "H", "H", "H", "H", "H", "H", "H", "H", "H", "H", "H", "H", "H", "H", "H", "H", "H", "H", "H", "H", "H", "H"],
  "coordinates": [[-1.4276, -2.5740, -6.7446], [1.0985, -0.5588, 3.7329], [-2.9475, 0.8107, -2.3325], [1.0778, 3.7987, 5.8250], [5.1925, 1.9738, 4.1079], [-0.7088, -2.0677, 2.4918], [1.8778, 3.3575, 2.4882], [3.0763, 4.8321, 6.2880], [5.3850, 0.1222, 2.7754], [-2.9638, 0.9996, -4.5634], [2.1681, 1.8831, 4.1550], [-1.7969, -1.4867, -4.8617], [0.3546, -5.5395, -2.7134], [3.0354, 2.6860, 5.0393], [2.3019, 3.8622, 5.7266], [-0.5411, -0.7701, 2.0726], [-1.4950, -1.6309, -2.4066], [0.4055, 0.0388, 2.7128], [-0.8606, -3.0059, -2.5159], [0.3440, -3.1618, -3.2278], [-3.1039, -3.5278, -5.3656], [0.9466, -4.4261, -3.3326], [0.6055, 1.3796, 2.3059], [-1.1078, 1.0561, 0.5948], [-0.1591, 1.8636, 1.2255], [-1.3068, -0.2551, 1.0280], [-0.8405, -5.3868, -1.9890], [4.8779, 1.2063, 3.0329], [-2.8203, 0.2899, -3.4346], [1.5643, 2.2790, 2.9792], [-3.2782, 2.4277, -4.6020], [2.3744, 5.7845, 7.1024], [-1.4491, -4.1222, -1.8901], [4.3469, 3.1161, 4.3423], [-2.4222, -1.1980, -3.5598], [-2.0440, -2.4960, -5.6953], [-0.6922, -0.8974, -2.3126], [-3.1233, -4.2703, -6.1627], [-3.3467, -1.7668, -3.4722], [1.8155, 0.9899, 4.5044], [4.1444, 3.6672, 3.4182], [-1.2921, -6.2447, -1.5115], [0.8203, -6.5122, -2.7929], [0.7937, -1.4879, 3.7737], [-2.3699, -4.0122, -1.3363], [4.1163, 1.5530, 2.3407], [4.9022, 3.7971, 4.9951], [-4.0772, -3.0469, -5.2972], [3.0793, 6.5169, 7.5067], [-2.0756, -1.5972, -1.4880], [-1.0388, -0.8885, -5.1523], [-1.6997, 1.4572, -0.2237], [-2.8378, 0.5166, -5.4406], [-4.2790, 2.5969, -4.2000], [1.8676, -4.5415, -3.8866], [1.8745, 5.2888, 7.9415], [-2.8541, -4.0200, -4.4280], [-2.5631, 2.9817, -3.9896], [3.3385, 2.0391, 5.8672], [-0.0295, 2.8879, 0.8825], [-3.2334, 2.7987, -5.6272], [-2.0685, -0.8602, 0.5530], [0.8107, -2.3091, -3.6998], [1.6231, 6.3213, 6.5129], [-1.3650, -2.5173, 1.9338]],
  "orbital_gap_ev": 8.946,
  "e_above_lowest_kcal_mol": 0.00,
  "smiles": "COC(=O)[C@H](COC=O)NC(=O)c1cccc(O)c1O.CNC(=O)[C@H](Cc1ccccc1)NC(C)=O",
  "e_homo_ha": -0.319,
  "lumo_ev": 0.3,
  "molar_mass_g_mol": 503.5
}

No. 2
{
  "formula": "C24H29N5O3W",
  "method": "ωB97M-V/def2-TZVPD",
  "symbols": ["W", "O", "O", "O", "N", "N", "N", "N", "N", "C", "C", "C", "C", "C", "C", "C", "C", "C", "C", "C", "C", "C", "C", "C", "C", "C", "C", "C", "C", "C", "C", "C", "C", "H", "H", "H", "H", "H", "H", "H", "H", "H", "H", "H", "H", "H", "H", "H", "H", "H", "H", "H", "H", "H", "H", "H", "H", "H", "H", "H", "H", "H"],
  "coordinates": [[-3.1987, -1.0797, 1.5976], [-2.1559, 0.6518, -0.9021], [-0.1474, -0.5992, 2.4152], [2.9321, 2.7522, 0.4568], [0.6400, -3.0945, 1.0533], [3.8631, 2.6758, -1.6032], [-3.9581, 0.6099, 2.6638], [0.4077, -0.3882, -0.3630], [-1.5632, -2.1515, -1.5808], [1.8739, -3.6857, 3.2714], [1.0836, 0.7433, -0.2718], [3.0680, 2.1571, -0.6182], [-4.6734, -2.2701, 0.6064], [-4.3828, 1.5216, 3.2409], [-4.3877, -2.1404, 3.0498], [2.2312, -1.4490, -1.5534], [3.4984, 5.1272, -1.1294], [0.9361, -1.4275, -0.9843], [-2.4388, 0.0655, 0.0929], [-4.7411, 2.7920, 3.8035], [2.3803, 0.8436, -0.8468], [-3.4602, -2.9923, 0.5326], [-2.1217, -1.7948, -2.5600], [4.4753, 3.9896, -1.3252], [3.8695, 2.2433, -3.0293], [-1.2524, -0.8201, 2.0786], [2.9664, -0.2782, -1.4417], [-2.6923, -3.2426, 1.6615], [-2.5955, -1.6262, -3.9012], [1.1734, -3.2283, 2.1098], [-5.1634, -1.8864, 1.8856], [-3.1147, -2.7833, 2.9360], [5.2694, 1.8571, -3.4915], [5.6904, 1.0909, -2.8291], [-1.7334, -3.7448, 1.5074], [0.2638, -2.2801, -1.0467], [3.1648, 1.4085, -3.1306], [2.5662, -2.3517, -2.0614], [1.2557, -3.8820, 4.1444], [4.0478, 6.0703, -1.0567], [-3.9077, 3.4718, 3.7425], [-5.5451, 3.2648, 3.2660], [2.4319, -4.5851, 3.0019], [-2.3981, -2.7897, 3.7529], [5.0873, 3.8767, -0.4187], [2.7914, 5.1786, -1.9620], [3.9843, -0.2212, -1.7869], [0.5986, 1.5815, 0.2505], [5.2261, 1.4418, -4.5027], [-2.5319, -0.5911, -4.2298], [-1.9196, -2.1736, -4.5480], [5.9334, 2.7282, -3.5238], [-4.7786, -1.8264, 4.0171], [-3.6112, -1.9884, -4.0800], [2.9449, 4.9751, -0.2016], [3.4874, 3.0788, -3.6420], [-3.1057, -3.4157, -0.4108], [-6.1383, -1.3926, 1.9758], [-5.0317, 2.7418, 4.8328], [-5.1619, -1.9443, -0.3059], [5.1178, 4.1718, -2.1882], [2.6503, -2.9862, 3.5800]],
  "orbital_gap_ev": [3.077, 3.221],
  "spin_multiplicity": 3,
  "e_above_lowest_kcal_mol": 0.00,
  "e_homo_ha": [-0.708, -0.704],
  "lumo_ev": [-16.2, -15.9],
  "s2": 2.04,
  "molar_mass_g_mol": 619.4,
  "total_charge": 4
}

No. 3
{
  "formula": "C24H29N5O4",
  "method": "ωB97M-V/def2-TZVPD",
  "symbols": ["O", "O", "O", "O", "N", "N", "N", "N", "N", "C", "C", "C", "C", "C", "C", "C", "C", "C", "C", "C", "C", "C", "C", "C", "C", "C", "C", "C", "C", "C", "C", "C", "C", "H", "H", "H", "H", "H", "H", "H", "H", "H", "H", "H", "H", "H", "H", "H", "H", "H", "H", "H", "H", "H", "H", "H", "H", "H", "H", "H", "H", "H"],
  "coordinates": [[2.2796, -0.5713, 1.6695], [0.5213, -4.5106, 0.2106], [0.3070, -2.1448, 3.1866], [2.2369, -2.4509, 4.3021], [0.7154, 0.7507, -0.6643], [-0.0660, -2.6546, -0.9472], [-0.5795, -0.5233, -1.9773], [-0.5492, 1.8291, -2.3362], [1.4150, -2.5290, 0.8734], [0.1004, 3.0751, -1.9853], [-1.4245, 1.7268, -3.4900], [-0.7480, 2.2113, -4.7745], [0.0493, -1.3053, -1.0738], [-1.1249, 2.0356, 2.8372], [-0.2535, -1.3668, 4.2503], [1.0910, 2.1298, 3.7472], [-0.1554, 0.7103, -1.7005], [1.5857, -1.1325, 0.8376], [-3.6677, 2.2478, -4.4618], [-1.2242, 0.7095, 3.2194], [1.5767, -2.5371, 3.3047], [-3.0020, 2.7115, -5.7539], [1.3097, 1.9426, -0.1245], [0.0323, 2.7485, 3.1029], [2.0475, -3.1781, 2.0061], [-1.6774, 1.9839, -5.9635], [0.6121, -3.3092, 0.0570], [0.9913, 0.8057, 4.1349], [0.8629, -0.5599, -0.2350], [-0.1722, 0.0907, 3.8812], [0.4004, 3.1118, -0.4865], [-2.7410, 2.4769, -3.2711], [-0.9255, -3.3940, -1.8445], [0.1098, 3.7849, 2.8062], [-1.1986, 2.3379, -6.8785], [-3.2108, 2.1226, -2.3521], [-3.9022, 1.1841, -4.5361], [-0.5639, -3.2905, -2.8676], [1.9988, 2.6797, 3.9457], [1.0364, 3.1942, -2.5495], [-0.5668, 3.8962, -2.2525], [-1.9539, 2.5129, 2.3335], [0.1882, 1.6690, -4.9200], [1.8201, 0.3185, 4.6246], [0.8787, 4.0546, -0.2255], [-1.8648, 0.9141, -6.0746], [-4.6039, 2.7884, -4.3102], [-1.2899, -1.6984, 4.3493], [-2.8209, 3.7878, -5.7034], [-3.6652, 2.5245, -6.6003], [0.3032, -1.5735, 5.1700], [-1.9395, -2.9994, -1.7873], [1.7649, -4.2341, 1.9854], [-0.9051, -4.4384, -1.5405], [1.4130, 1.8224, 0.9567], [-1.6415, 0.6586, -3.5834], [-2.1242, 0.1508, 3.0058], [-0.5177, 3.2761, -4.6952], [3.1345, -3.0789, 1.9501], [-2.5521, 3.5476, -3.1666], [2.3111, 2.0826, -0.5505], [-0.5342, 3.0253, 0.0696]],
  "orbital_gap_ev": 8.041,
  "e_above_lowest_kcal_mol": 0.00,
  "smiles": "Cn1c(=O)n(CC(=O)OCc2ccccc2)c(=O)c2c1nc1n2CCCN1C1CCCCC1",
  "e_homo_ha": -0.276,
  "lumo_ev": 0.5,
  "molar_mass_g_mol": 451.5
}

No. 4
{
  "formula": "C24H29N5O8",
  "method": "ωB97M-V/def2-TZVPD",
  "symbols": ["O", "O", "O", "O", "O", "O", "O", "O", "N", "N", "N", "N", "N", "C", "C", "C", "C", "C", "C", "C", "C", "C", "C", "C", "C", "C", "C", "C", "C", "C", "C", "C", "C", "C", "C", "C", "C", "H", "H", "H", "H", "H", "H", "H", "H", "H", "H", "H", "H", "H", "H", "H", "H", "H", "H", "H", "H", "H", "H", "H", "H", "H", "H", "H", "H", "H"],
  "coordinates": [[-5.2277, 1.0051, 2.4188], [4.0772, -0.2736, -6.1288], [1.6117, -4.1287, 1.8083], [0.6274, -3.5429, 3.6765], [-7.2188, 1.3369, 1.4831], [-0.1988, 1.2990, 3.1476], [-1.8950, 0.6711, -0.0639], [2.6286, -1.6362, -5.4565], [-5.9396, 1.2685, 1.4276], [0.2161, 1.4886, -0.3003], [0.8231, -3.4536, 2.4529], [1.3494, -0.3981, 3.2583], [3.4649, -0.8202, -5.1713], [0.2490, 1.9078, -1.6989], [2.7744, -0.0840, -2.9394], [3.7765, -0.4885, -3.7953], [4.3880, 0.4112, -1.2170], [-5.2301, 1.3963, 0.1791], [1.9486, -1.5337, 3.9760], [5.0695, -0.3824, -3.3801], [-0.1622, -2.6599, 1.6930], [-1.6973, -0.7152, 1.5859], [-1.2545, -2.0388, -0.3770], [-0.8160, 0.9360, 0.3770], [5.3973, 0.0685, -2.1095], [-3.8039, 1.6420, 0.1308], [3.0600, 0.3324, -1.6097], [1.5111, -0.4010, 1.9042], [-3.2059, 1.7070, -1.1224], [-0.7632, -1.5548, 2.3054], [-1.9020, -0.9678, 0.2790], [0.5058, 0.5621, 3.8547], [-4.0036, 1.6501, -2.2458], [-5.3688, 1.5219, -2.2212], [-0.4014, -2.9218, 0.3239], [1.5547, 1.4271, 0.2219], [-5.9366, 1.3493, -1.0064], [0.0637, -3.7929, -0.1135], [6.4367, 0.0911, -1.8168], [-7.0066, 1.2080, -0.9662], [4.7891, 0.4872, -0.2171], [-2.3006, -0.2214, -0.3921], [0.1755, 2.9951, -1.7240], [0.5157, -0.5942, 1.5043], [-2.1802, 0.1422, 2.0309], [2.2794, 0.5191, -0.8871], [1.9074, 0.4909, 1.4187], [1.3546, -2.4401, 3.8587], [0.9829, 1.5695, -2.4304], [2.1272, 2.3265, -0.0046], [2.1820, -1.2088, 1.6120], [-3.4068, 1.5679, -3.1421], [-3.3550, 1.7796, 1.1034], [1.7866, -0.0837, -3.3762], [-0.6868, -1.3837, 3.3690], [5.8523, -0.5770, -4.0983], [-1.4063, -2.2312, -1.4289], [-5.9981, 1.4565, -3.0965], [-0.5677, 0.8017, 1.4412], [2.0408, -1.2423, 5.0223], [0.6104, 0.5566, 4.9507], [1.5194, 1.4330, 1.3113], [2.0822, 0.5349, -0.1156], [-0.6793, 1.6051, -2.1833], [3.0257, -1.6942, 3.9279], [-2.1524, 1.9248, -1.2187]],
  "orbital_gap_ev": 6.789,
  "e_above_lowest_kcal_mol": 408.49,
  "e_homo_ha": -0.281,
  "lumo_ev": -0.9,
  "molar_mass_g_mol": 515.5
}

Q: Which formula does entry 3 have?
A: C24H29N5O4